No. 1
A molecular structure, C14H21Cl8N2OPS, computed with wB97M-V/def2-TZVPD.

Geometry as XYZ:
```
48
Properties=species:S:1:pos:R:3:forces:R:3
Cl 2.497106 2.443028 1.948628 0.0 0.0 0.0
Cl -2.762708 3.169522 4.842806 0.0 0.0 0.0
Cl 6.978553 -0.876631 -1.204769 0.0 0.0 0.0
Cl -1.506543 0.325869 6.246971 0.0 0.0 -0.1
Cl -1.168505 -1.476123 -5.541420 0.0 -0.1 0.0
Cl 3.608912 -0.382871 -1.084468 0.5 0.3 0.5
Cl -2.764184 -3.115027 -3.027429 0.0 -0.1 -0.1
Cl 0.536730 -0.169782 2.927078 0.0 0.0 0.0
S 0.838466 1.382226 -4.302164 -0.1 0.0 0.1
P -1.980481 -0.232581 -0.740548 -1.0 0.8 -0.8
O -2.593869 0.986663 -1.322240 0.2 0.1 0.1
N -0.223593 1.082010 -3.141588 0.2 0.0 -0.1
N 1.823772 0.135574 -4.167525 0.1 -0.1 0.0
C -2.898042 -1.904782 -5.472388 -0.1 0.0 -0.1
C 4.788003 -0.064689 0.218483 0.0 0.1 0.1
C 0.163544 -0.066335 -2.580068 0.3 -0.5 0.1
C 1.272526 -2.489435 -1.706595 -0.2 -0.5 0.2
C 0.185407 1.568746 3.126056 -0.1 0.1 0.0
C 0.711951 2.390407 1.978329 -0.1 0.0 0.0
C -2.802274 1.362686 6.897938 0.0 0.0 0.1
C 6.115649 0.406314 -0.313749 0.0 0.1 0.0
C 1.912784 -1.835876 -2.705524 -0.4 -0.1 -0.5
C -0.455511 -0.797423 -1.524324 -0.5 0.2 0.8
C 1.354130 -0.617335 -3.164141 -0.2 0.3 -0.2
C -3.654363 1.965186 5.811317 -0.1 0.0 0.0
C 0.088531 -1.973990 -1.102323 0.5 0.0 -0.5
C -3.450161 -1.839283 -4.072163 0.0 0.2 0.1
H 0.373930 2.003848 1.019597 0.1 0.0 0.0
H 2.806629 -2.219569 -3.175331 0.0 0.0 0.0
H 6.757052 0.704953 0.513686 0.0 0.0 0.0
H 0.607600 1.887285 4.075454 0.0 0.0 0.0
H -3.428766 -1.195280 -6.104860 0.0 0.0 0.0
H 4.354026 0.702885 0.856261 0.0 0.0 0.0
H -0.377133 -2.561634 -0.319335 -0.1 0.1 0.0
H -3.008985 -2.899746 -5.895832 0.1 0.0 0.0
H -4.501633 2.483358 6.256828 0.0 0.0 0.0
H -1.776060 -0.106932 0.650009 0.3 -0.4 0.0
H -2.339145 2.131686 7.510780 0.0 0.0 0.0
H 1.660655 -3.439678 -1.361217 0.0 0.1 0.1
H -0.896407 1.669271 3.182546 0.0 0.0 0.0
H -3.244246 -0.876809 -3.604643 0.1 0.0 0.0
H 4.893544 -0.977557 0.799214 0.0 0.0 -0.1
H -2.881854 -1.303673 -0.899000 0.4 -0.4 0.4
H 5.995237 1.254176 -0.983123 0.0 0.0 -0.1
H -4.030447 1.203559 5.133277 0.1 0.0 0.0
H -3.419267 0.734586 7.538251 0.0 0.0 0.0
H -4.528103 -1.988792 -4.094968 0.0 -0.1 0.0
H 0.367543 3.417995 2.078228 0.0 0.0 0.0
```
Positions in Å, forces in eV/Å.

Summary:
- Gap between HOMO and LUMO: 8.427 eV
- 2S+1: 1
- LUMO energy: -0.0207 hartree


No. 2
A single C6H10O molecule, computed with wB97M-V/def2-TZVPD.

Geometry as XYZ:
```
17
Properties=species:S:1:pos:R:3:forces:R:3
O 2.042711 0.015838 1.076040 0.2 -0.1 -0.2
C -0.811088 -1.427494 -0.246324 0.1 0.0 0.0
C 0.221298 -0.951446 -0.953058 -0.1 -0.1 0.0
C 1.357956 0.984136 0.306990 -0.2 0.3 0.0
C 0.788859 0.446676 -1.017343 0.0 0.0 0.0
C -1.997650 0.563734 0.767491 0.4 0.1 -0.4
C -1.736393 -0.738845 0.664069 -0.1 0.2 0.2
H 0.750569 -1.685840 -1.558809 -0.1 0.1 0.1
H -1.497622 1.309249 0.140062 -0.3 -0.3 0.3
H 1.587461 0.456452 -1.770801 -0.1 0.0 0.1
H -0.999116 -2.497236 -0.326547 0.1 0.1 0.0
H -2.729496 0.910668 1.482922 0.0 0.1 0.0
H -2.290302 -1.384583 1.342261 0.1 -0.1 -0.1
H 0.558679 1.347883 0.956732 0.1 -0.1 -0.1
H 2.648196 -0.460930 0.495492 0.0 0.0 0.1
H 2.010557 1.842104 0.076104 -0.1 -0.2 0.1
H 0.037088 1.159400 -1.382512 0.1 -0.1 0.0
```
Positions in Å, forces in eV/Å.

Summary:
- Gap between HOMO and LUMO: 9.609 eV
- 2S+1: 1
- Energy relative to the best compared isomer or geometry (same formula, charge and spin): 125.18 kJ/mol
- LUMO energy: 0.0297 hartree
- SMILES string: C=C/C=C\CCO


No. 3
A molecular structure, C19H27N4OsP2S, computed with wB97M-V/def2-TZVPD.

Geometry as XYZ:
```
54
Properties=species:S:1:pos:R:3:forces:R:3
Os 0.394215 -0.703828 1.110450 0.6 0.2 0.6
S -1.102299 -1.535213 2.411096 -0.2 0.1 -0.1
P 2.801756 -1.251650 0.590550 -0.1 0.0 -0.4
P 0.116431 -2.644466 -0.290855 -0.1 0.2 -0.2
N -2.456534 -0.372984 0.416634 -0.2 -0.1 -0.1
N 1.001780 1.302559 1.003284 -0.2 -0.1 -0.4
N -3.668896 -1.947692 1.599445 -0.1 -0.1 0.0
N -1.249661 0.274752 0.436907 -0.1 -0.8 0.0
C 3.858845 -0.000956 -0.215097 0.0 0.0 0.1
C -1.816143 2.906173 -1.918142 0.0 -0.1 0.0
C 0.139380 2.106610 0.312215 0.2 0.2 0.1
C -2.187785 2.205565 -0.752392 0.0 0.1 -0.2
C 0.372442 3.464493 0.206544 0.0 -0.1 0.0
C -0.278409 -2.041583 -1.947239 0.1 0.0 0.0
C 1.678009 -3.584248 -0.358387 -0.1 0.0 0.1
C 2.329871 3.202952 1.566727 -0.1 0.0 0.0
C -4.087737 3.610723 -2.211229 0.0 -0.1 0.1
C -2.561911 -1.259308 1.351150 0.2 0.0 0.1
C -1.147926 1.477667 -0.051703 0.1 0.2 0.0
C -3.521366 2.230573 -0.324741 0.0 0.0 0.1
C 2.051068 1.848258 1.631781 0.0 0.1 0.1
C 1.496212 4.016008 0.819649 0.0 0.0 0.0
C -4.456539 2.946826 -1.043295 0.0 0.1 -0.1
C 3.573741 -1.771637 2.163717 -0.1 -0.1 0.0
C -2.769459 3.579900 -2.654017 0.0 0.0 0.0
C -1.125783 -3.898982 0.096385 -0.1 0.1 0.0
C 2.844037 -2.645902 -0.589397 0.0 0.1 0.0
H -0.262866 -2.870999 -2.658016 0.0 0.0 0.0
H -1.278797 -1.605755 -1.933316 0.0 0.0 0.0
H 2.918644 -1.622897 3.020115 0.0 0.0 0.0
H 2.764007 -2.198599 -1.583767 0.1 0.0 0.0
H 1.592475 -4.320271 -1.162288 0.0 0.0 0.0
H -2.131857 -3.511494 -0.060598 0.0 0.0 0.0
H 3.184199 3.599921 2.096982 0.0 0.0 0.0
H 0.429497 -1.279891 -2.274612 0.0 0.0 0.0
H 3.809939 -3.153434 -0.546277 0.0 0.0 0.1
H 3.403881 0.983491 -0.254603 0.0 0.0 0.0
H 4.056634 -0.323457 -1.237316 0.0 0.0 0.0
H -5.478652 2.995449 -0.693928 0.0 0.0 0.0
H 1.687769 5.078086 0.740129 0.0 0.0 0.0
H 1.767956 -4.142922 0.578205 0.0 0.0 0.0
H -2.490830 4.084537 -3.568699 0.0 0.0 0.0
H 2.675410 1.180648 2.211417 0.0 0.0 0.0
H -4.829779 4.161356 -2.773751 0.0 0.0 0.0
H 3.830464 -2.830808 2.106667 0.0 0.0 0.0
H 4.493092 -1.205773 2.317766 0.0 0.0 0.0
H -1.018923 -4.260640 1.118407 0.0 0.0 0.0
H 4.814337 0.071302 0.304971 0.0 0.0 0.0
H -3.805417 1.740839 0.595768 0.0 0.0 0.0
H -0.343448 4.098058 -0.298150 0.0 0.0 0.0
H -3.740298 -2.593102 2.371217 0.0 0.0 0.0
H -0.793034 2.871045 -2.274271 0.0 0.0 0.0
H -4.512698 -1.724413 1.087432 0.0 0.0 0.1
H -0.969024 -4.734871 -0.589545 0.0 0.0 0.0
```
Positions in Å, forces in eV/Å.

Summary:
- Gap between HOMO and LUMO (alpha / beta): 5.319 / 5.324 eV
- 2S+1: 1
- Energy relative to the best compared isomer or geometry (same formula, charge and spin): 0.00 kJ/mol
- Charge: +3
- LUMO energy (alpha / beta): -0.4366 / -0.4364 hartree


No. 4
A molecular structure, C40H30BiN9SSi, computed with wB97M-V/def2-TZVPD.

Geometry as XYZ:
```
82
Properties=species:S:1:pos:R:3:forces:R:3
Bi -0.006721 0.544478 -0.349599 0.2 0.6 -0.3
S 1.435028 3.058085 0.968312 0.1 -0.1 0.5
Si -1.925401 2.809559 1.805755 -0.6 0.4 0.2
N -2.700253 0.501989 2.215656 -0.3 -0.6 0.2
N -2.471740 -0.679628 -2.503874 0.8 -0.1 -1.6
N 2.391025 2.884781 -1.487774 -0.3 0.6 0.0
N -0.287579 0.277036 1.804362 0.1 -0.6 -0.2
N 1.844479 -0.627486 2.452877 -0.8 0.6 1.4
N 1.691121 -0.792221 0.043444 -0.2 -0.3 0.2
N -0.144292 -0.884718 -2.021202 -0.3 -0.1 0.5
N -2.172738 -0.115669 -0.154952 -0.1 -0.2 -0.2
N 2.181247 -1.398332 -2.253266 -0.9 0.0 -1.8
C 3.660323 -1.843025 -0.363337 -0.7 0.4 0.3
C 0.705369 -0.065471 2.684662 1.1 -0.6 -0.4
C 3.538087 -1.644776 1.037098 -0.6 0.3 -0.5
C 0.611888 -1.341965 -4.128650 -0.8 0.0 -0.7
C -4.235046 -0.750947 -0.838116 0.6 0.2 0.5
C 4.550377 -2.056084 1.905008 0.4 -0.1 0.1
C 0.987283 -1.209018 -2.736528 1.3 -0.3 0.6
C -1.511401 4.326242 2.863662 0.0 -0.5 -0.4
C 0.317355 0.380209 4.004119 -0.6 0.3 0.4
C 2.294857 -0.986407 1.253712 0.8 -0.5 -0.8
C 2.061193 4.432999 -3.238542 0.0 0.1 0.0
C -3.469445 1.774197 2.358054 -0.5 1.1 0.1
C -2.897556 -0.524673 -1.241114 -0.5 0.2 1.1
C -1.427760 -1.087027 -5.428012 -0.1 0.0 0.2
C 5.777189 -2.870449 -0.015442 -0.1 0.0 -0.6
C -6.557659 -1.252540 -0.821955 0.0 -0.1 -0.5
C -0.797294 1.560734 6.213965 -0.1 0.1 0.1
C 1.080372 4.815998 -1.076464 0.0 0.3 -0.5
C -5.386160 -1.145683 -1.524921 -0.3 -0.1 0.0
C -1.281335 1.054709 2.428551 0.5 0.4 -0.6
C -0.696210 -1.393843 -6.561990 0.0 0.0 -0.1
C -2.994162 -0.109841 0.932212 -0.3 -0.4 -0.6
C -0.897788 1.066037 3.887304 0.4 -0.1 0.2
C -1.234525 -0.835494 -2.852883 -0.9 0.0 0.5
C 1.281482 5.224722 -2.366137 0.1 -0.4 0.2
C 0.391414 0.849164 6.327735 0.0 0.0 0.1
C 1.329128 -1.680453 -5.268226 0.0 0.0 0.2
C -1.454223 1.677006 4.994428 -0.1 0.1 0.1
C -0.772395 -1.081337 -4.208244 0.8 -0.1 -0.6
C 5.663183 -2.654574 1.366187 -0.2 0.2 0.6
C 0.961949 0.246100 5.223352 -0.1 0.1 -0.3
C 2.599682 3.276023 -2.769433 0.0 0.1 -0.1
C 1.646724 3.617574 -0.592887 0.2 -0.4 0.1
C -2.192915 3.225448 -0.033403 0.3 -0.2 0.5
C 2.473481 -1.323467 -0.956739 0.8 0.0 1.0
C -5.502207 -0.616175 1.264500 -0.3 0.0 0.1
C 4.789102 -2.476656 -0.885713 0.4 -0.2 0.0
C -4.288405 -0.482675 0.564606 0.4 -0.1 -0.2
C 0.658909 -1.708158 -6.478257 0.0 0.0 -0.1
C -6.612986 -0.994572 0.561609 0.1 0.1 0.4
H -5.556902 -0.428625 2.329677 -0.1 0.0 0.1
H 4.451848 -1.887752 2.966278 0.0 0.0 0.1
H 2.827526 2.038702 -1.140007 0.0 0.0 0.1
H 0.850421 6.148385 -2.718280 -0.1 0.1 0.0
H 4.872345 -2.638591 -1.948279 0.0 -0.1 -0.2
H -2.945669 -0.189063 2.929387 0.2 0.1 0.1
H 1.194276 -1.977549 -7.377772 0.0 0.0 -0.1
H -1.050720 5.096572 2.257589 0.1 0.1 -0.2
H 6.665075 -3.354089 -0.395524 0.1 0.0 -0.1
H -2.362978 2.258749 4.933224 -0.1 0.0 0.0
H -1.210630 2.043900 7.087135 -0.1 0.0 0.1
H 0.500101 5.398513 -0.379260 0.0 0.0 0.0
H 2.230010 4.744252 -4.255398 0.1 -0.1 -0.1
H -1.178763 -1.394572 -7.528925 -0.1 0.0 0.0
H -2.410043 4.745979 3.302521 -0.3 0.0 0.1
H -3.816478 1.900774 3.381127 0.1 0.0 0.1
H -5.339400 -1.354076 -2.582034 0.0 0.0 -0.1
H 3.205089 2.622022 -3.376183 0.0 -0.1 0.0
H -0.822821 4.093011 3.667188 0.1 -0.1 0.1
H -1.285986 3.572173 -0.519105 0.1 0.1 0.0
H 2.379431 -1.918357 -5.201040 0.1 0.0 0.0
H -2.930821 4.022476 -0.104422 -0.1 0.1 0.1
H -7.467293 -1.534818 -1.330422 -0.1 -0.1 -0.1
H -7.558434 -1.108913 1.072733 -0.1 0.0 0.1
H -4.342823 1.761934 1.712092 0.0 -0.1 0.0
H 1.891324 -0.295187 5.280987 0.1 -0.1 0.0
H 6.472967 -2.962684 2.011055 0.0 -0.1 0.1
H 0.878061 0.777052 7.289697 0.0 0.0 0.1
H -2.480434 -0.857418 -5.476946 -0.1 0.0 0.0
H -2.575106 2.375121 -0.591851 -0.1 -0.1 0.0
```
Positions in Å, forces in eV/Å.

Summary:
- Gap between HOMO and LUMO: 4.643 eV
- 2S+1: 1
- LUMO energy: -0.0249 hartree


Question: What is the 2S+1 in the second record?
Answer: 1